Record 1
11
Properties=species:S:1:pos:R:3:nbo_charge:R:1 method="wB97M-V/def2-TZVPD" multiplicity=1 max_force_ev_per_a=2.74 total_charge=0 relative_energy_kj_mol=584.1 homo_ev="-6.63 / -8.28" homo_lumo_gap_ev="6.278 / 8.804"
S 0.36 -0.17 1.75 0.12
O 0.77 1.77 -2.00 -0.43
O -0.66 2.23 1.72 -0.63
N 0.57 1.49 1.44 -0.35
C -0.94 0.21 -0.98 -0.79
C 0.08 1.22 -1.27 0.68
H -0.37 -0.75 -0.87 0.28
H -1.83 0.13 -1.60 0.25
H -1.28 0.34 0.09 0.27
H 1.67 -0.12 1.93 0.14
H -0.67 2.37 2.70 0.46

---

Record 2
53
Properties=species:S:1:pos:R:3:nbo_charge:R:1 method="wB97M-V/def2-TZVPD" multiplicity=1 max_force_ev_per_a=1.10 total_charge=+2 relative_energy_kj_mol=58.0 homo_ev="-13.89 / -13.93" homo_lumo_gap_ev="4.952 / 5.029"
Ru -0.61 0.61 -0.04 0.95
S -1.70 -1.23 0.27 0.43
F -3.67 -2.79 3.79 -0.29
F -2.82 -3.28 1.85 -0.31
F -1.81 -3.89 3.67 -0.29
O 5.20 -2.35 0.76 -0.57
O 3.22 -5.44 -1.12 -0.72
O -0.54 0.69 -2.02 -0.64
N 3.56 -3.32 -0.48 -0.61
N 1.46 0.37 0.04 -0.46
N -0.72 0.22 2.02 -0.45
N -1.99 1.99 0.00 -0.43
N -3.34 3.57 -0.66 -0.49
C 4.21 0.21 0.14 -0.06
C 2.21 1.49 0.08 0.05
C 4.17 -4.64 -0.47 0.11
C -2.86 3.09 -3.48 -0.17
C 2.07 -0.83 0.02 0.06
C -0.32 0.74 3.18 0.08
C -2.18 2.38 -2.48 -0.16
C -1.41 -0.93 1.99 0.06
C -1.22 1.40 -2.86 0.39
C 3.58 1.44 0.13 -0.22
C -2.60 2.55 1.12 -0.11
C -0.63 0.10 4.38 -0.22
C 4.16 -2.28 0.14 0.64
C -2.61 2.85 -4.81 -0.20
C 3.44 -0.95 0.06 -0.12
C -2.47 2.63 -1.10 0.43
C -1.76 -1.62 3.14 -0.16
C -2.53 -2.92 3.11 0.98
C -1.66 1.88 -5.19 -0.13
C -0.99 1.16 -4.24 -0.25
C -1.35 -1.08 4.35 -0.07
C -3.43 3.53 0.71 0.01
H -1.59 -1.59 5.27 0.27
H 2.82 -3.19 -1.15 0.41
H 1.67 2.43 0.08 0.22
H 4.15 2.37 0.16 0.26
H 0.25 1.66 3.15 0.23
H -0.29 0.53 5.31 0.27
H -2.41 2.19 2.11 0.24
H -1.47 1.69 -6.24 0.25
H 1.43 -1.70 0.00 0.23
H 5.13 -4.62 -0.99 0.18
H -3.84 4.21 -1.25 0.45
H 4.34 -4.94 0.57 0.18
H -4.08 4.18 1.26 0.26
H 5.29 0.12 0.21 0.28
H 3.57 -6.33 -1.23 0.50
H -0.26 0.41 -4.51 0.24
H -3.60 3.84 -3.23 0.21
H -3.14 3.41 -5.57 0.25

---

Record 3
184
Properties=species:S:1:pos:R:3:lowdin_charge:R:1 method="wB97M-V/def2-TZVPD" multiplicity=1 max_force_ev_per_a=13.87 total_charge=0 homo_ev=-8.03 homo_lumo_gap_ev=6.647
Rb 12.93 -7.37 5.60 0.82
S 14.89 -6.12 -0.02 0.32
S 13.28 -4.75 0.73 0.59
F 15.25 -7.22 -1.14 -0.22
F 11.71 -4.53 0.28 -0.24
O 6.41 -4.88 4.41 -0.09
O 8.79 -6.78 5.39 -0.10
O 17.80 0.40 -1.14 -0.22
O 13.00 -5.15 2.06 -0.28
O 15.00 -6.99 1.16 -0.32
O 15.93 -5.13 -0.16 -0.28
O 10.38 -0.95 5.92 -0.18
O 10.60 -8.19 -0.32 -0.09
O 22.49 -5.70 -9.58 -0.20
O 18.19 -7.53 -7.97 -0.18
O 13.81 -3.39 0.55 -0.27
O 23.65 -13.24 -1.73 -0.21
O 10.61 -6.80 -3.04 -0.06
O 12.16 1.49 0.18 -0.21
O 21.20 -8.96 0.66 -0.21
O 16.56 -12.28 2.08 -0.21
O 12.28 -5.92 9.02 -0.21
O 11.78 -12.65 -3.34 -0.20
O 19.10 -2.60 9.57 -0.17
O 17.22 -1.32 5.65 -0.17
O 13.70 -4.05 -4.08 -0.08
O 12.82 -5.39 -6.52 -0.06
N 13.61 -5.79 -0.59 -0.23
N 19.50 -5.95 -10.17 -0.05
N 21.74 -11.16 -1.50 -0.07
N 15.14 1.32 -0.30 -0.08
N 17.79 -0.30 8.29 -0.05
N 14.99 -12.50 -1.26 -0.07
N 12.90 -3.22 7.66 -0.06
C 7.83 -4.90 4.09 -0.19
C 17.83 -12.44 2.69 -0.11
C 18.27 -6.67 -10.22 -0.23
C 19.14 -3.55 10.61 -0.12
C 10.14 0.10 6.84 -0.11
C 17.50 -1.98 4.45 -0.11
C 21.37 -9.70 -1.59 -0.18
C 13.21 1.49 1.18 -0.20
C 17.93 -0.13 5.82 -0.26
C 16.33 -12.84 0.80 -0.21
C 20.41 -8.77 1.80 -0.12
C 11.47 -6.83 9.88 -0.08
C 23.77 -14.61 -2.08 -0.08
C 13.14 -3.67 9.07 -0.19
C 16.90 0.99 -2.01 -0.23
C 11.58 -2.55 7.33 -0.17
C 22.64 -11.51 -0.38 -0.20
C 14.61 -4.34 -5.18 -0.21
C 21.87 -5.65 -10.87 -0.19
C 17.54 0.51 7.13 -0.23
C 10.83 1.18 0.67 -0.10
C 18.38 -0.85 -1.48 -0.08
C 15.17 -12.11 0.11 -0.23
C 20.57 -6.51 -10.93 -0.23
C 14.11 -5.59 -5.92 -0.25
C 23.49 -4.77 -9.41 -0.15
C 13.81 -11.87 -1.89 -0.17
C 23.03 -12.97 -0.53 -0.27
C 19.45 -1.26 9.85 -0.23
C 20.36 -9.24 -0.49 -0.19
C 13.10 -12.92 -2.84 -0.20
C 19.22 -0.41 8.61 -0.20
C 10.73 -12.90 -2.40 -0.10
C 9.43 -7.90 -1.15 -0.20
C 16.08 2.01 -1.15 -0.21
C 11.63 -1.62 6.09 -0.20
C 12.19 -4.66 9.73 -0.23
C 9.85 -7.96 -2.65 -0.22
C 18.44 -8.60 -7.04 -0.09
C 8.48 -6.35 4.04 -0.19
C 18.14 -7.89 -9.33 -0.24
C 14.40 2.23 0.58 -0.20
H 16.78 2.49 -0.46 0.11
H 22.24 -11.38 -2.35 0.09
H 19.77 -6.08 -9.21 0.11
H 15.76 0.82 0.32 0.10
H 14.68 -3.48 -5.85 0.12
H 10.83 -3.33 7.22 0.11
H 15.61 -4.53 -4.79 0.11
H 17.93 1.52 7.18 0.12
H 10.92 0.86 6.78 0.09
H 11.14 -4.35 9.73 0.12
H 14.22 -11.02 -2.43 0.12
H 15.57 2.77 -1.75 0.12
H 12.34 -5.40 -5.69 0.07
H 18.91 -8.65 -9.51 0.12
H 17.20 -8.23 -9.77 0.12
H 9.76 -12.57 -2.79 0.09
H 7.91 -7.10 3.49 0.12
H 17.96 -6.96 -11.22 0.12
H 18.52 -2.36 4.38 0.08
H 15.24 -11.03 0.24 0.12
H 10.84 -13.91 -2.02 0.09
H 20.18 -3.68 10.88 0.08
H 18.45 -0.92 -2.57 0.08
H 13.82 -4.71 -3.40 0.06
H 7.98 -7.02 5.83 0.08
H 13.74 -3.03 7.13 0.10
H 6.08 -3.98 4.37 0.08
H 22.37 -11.21 0.63 0.12
H 13.26 -2.81 9.72 0.11
H 10.77 0.19 1.13 0.08
H 12.45 -0.92 6.11 0.12
H 9.38 -6.31 3.42 0.11
H 24.58 -14.73 -2.80 0.09
H 19.49 -8.89 -7.02 0.09
H 18.60 -3.44 11.55 0.08
H 22.56 -6.08 -11.60 0.12
H 13.20 -13.93 -2.46 0.11
H 19.01 -0.22 5.88 0.11
H 23.63 -13.23 0.35 0.12
H 15.99 -13.86 0.98 0.12
H 11.38 -6.71 -2.48 0.06
H 14.14 -4.09 9.11 0.12
H 11.90 -6.94 10.87 0.09
H 19.86 -7.84 1.63 0.09
H 16.46 0.66 7.07 0.11
H 19.59 0.58 8.88 0.12
H 14.35 -12.41 0.76 0.12
H 13.05 -11.50 -1.20 0.11
H 10.41 -6.57 9.82 0.09
H 22.25 -9.07 -1.72 0.11
H 9.06 -6.90 -0.94 0.11
H 24.07 -4.67 -10.33 0.08
H 15.10 2.37 1.41 0.11
H 7.97 -4.58 3.06 0.11
H 18.80 -4.56 10.36 0.08
H 17.86 -13.51 2.91 0.08
H 17.49 -5.97 -9.92 0.12
H 17.48 1.52 -2.76 0.11
H 21.18 -8.51 2.53 0.09
H 12.85 1.96 2.10 0.11
H 20.81 -7.56 -10.79 0.11
H 11.78 -2.30 5.25 0.12
H 11.23 -1.91 8.14 0.09
H 10.19 -0.18 7.90 0.07
H 20.51 -1.10 10.07 0.12
H 19.73 -0.83 7.75 0.11
H 8.60 -8.59 -0.98 0.11
H 14.16 -6.55 -5.39 0.12
H 15.86 -12.37 -1.75 0.11
H 10.12 1.30 -0.14 0.08
H 18.86 -0.84 10.66 0.13
H 23.02 -3.79 -9.33 0.09
H 13.35 0.45 1.46 0.12
H 17.36 -1.39 3.54 0.09
H 23.50 -10.90 -0.66 0.11
H 17.78 -11.94 3.65 0.08
H 13.75 -12.85 -3.71 0.11
H 21.66 -4.61 -11.10 0.12
H 16.99 -2.94 4.41 0.09
H 17.63 0.57 5.04 0.13
H 8.96 -7.98 -3.28 0.11
H 19.78 -8.40 -0.87 0.12
H 24.17 -4.97 -8.58 0.09
H 19.31 -1.02 -0.95 0.08
H 18.74 -12.13 2.17 0.08
H 20.88 -9.55 -2.55 0.10
H 19.65 -10.05 -0.36 0.11
H 11.47 -7.84 9.47 0.07
H 17.69 -1.65 -1.19 0.09
H 17.48 -1.25 8.13 0.10
H 14.21 3.17 0.07 0.12
H 20.33 -6.48 -11.99 0.12
H 10.54 1.87 1.46 0.07
H 18.11 -8.36 -6.03 0.08
H 19.79 -9.61 2.12 0.08
H 16.25 0.27 -2.52 0.12
H 12.44 -4.81 10.78 0.12
H 10.38 -8.89 -2.84 0.11
H 22.07 -13.48 -0.58 0.12
H 14.87 -5.64 -6.70 0.11
H 17.24 -12.81 0.21 0.12
H 11.31 -7.61 -0.60 0.05
H 10.84 -12.19 -1.58 0.07
H 17.80 -9.45 -7.28 0.08
H 8.39 -4.30 4.81 0.11
H 22.78 -14.82 -2.50 0.09
H 9.15 0.56 6.83 0.09
H 23.99 -15.22 -1.20 0.08

---

Record 4
72
Properties=species:S:1:pos:R:3:lowdin_charge:R:1 method="wB97M-V/def2-TZVPD" multiplicity=1 max_force_ev_per_a=1.72 total_charge=0 relative_energy_kj_mol=545.8 homo_ev=-9.39 homo_lumo_gap_ev=9.488 smiles=CO.CO.CO.CO.CO.CO.CO.CO.CO.CO.CO.CO
O -1.45 -1.16 2.39 -0.15
O -5.19 2.13 -0.73 -0.11
O 2.80 -3.72 -2.21 -0.12
O 2.78 -2.92 2.76 -0.14
O -1.20 0.41 -4.29 -0.14
O 1.05 -5.04 1.93 -0.14
O 2.17 4.62 2.30 -0.13
O 0.20 -0.86 0.22 -0.13
O 0.49 2.49 -3.39 -0.15
O 2.40 -0.15 2.17 -0.13
O -2.48 3.27 1.99 -0.12
O 3.05 -0.88 -2.90 -0.12
C 2.22 -0.53 -3.99 -0.17
C 0.81 4.62 1.93 -0.17
C -0.16 -4.31 1.85 -0.17
C -4.53 1.67 -1.89 -0.17
C 1.77 -3.62 -1.29 -0.16
C -2.74 -1.46 1.85 -0.14
C -1.77 1.32 -5.20 -0.17
C 3.86 -3.17 3.65 -0.13
C -2.84 1.91 2.08 -0.17
C -0.10 0.31 -0.51 -0.13
C -0.18 3.16 -2.31 -0.11
C 1.50 0.26 3.25 -0.08
H -0.98 2.56 -1.88 0.07
H -1.09 0.16 -0.94 0.08
H -5.28 1.40 -0.11 0.07
H -3.01 -0.88 0.97 0.06
H 0.26 4.99 2.80 0.08
H -2.70 1.46 1.09 0.06
H -5.18 1.03 -2.48 0.08
H 3.25 0.30 2.25 0.10
H -0.43 -3.92 2.83 0.07
H 1.74 -4.41 2.15 0.02
H 1.37 -4.60 -1.05 0.09
H 2.24 4.07 3.08 0.06
H 1.73 -0.18 4.22 0.09
H 3.77 -2.51 4.52 0.08
H 1.33 -1.16 -4.04 0.08
H 3.86 -4.23 3.92 0.08
H -0.87 -5.08 1.55 0.08
H 3.10 -1.83 -2.90 0.03
H 0.55 0.47 -1.37 0.08
H -3.64 1.07 -1.71 0.06
H 4.86 -3.05 3.24 0.07
H -0.11 -3.43 1.21 0.06
H 0.48 0.10 2.91 0.06
H 2.14 -3.19 -0.37 0.07
H -2.60 0.87 -5.74 0.08
H 3.54 -4.18 -1.81 0.09
H -2.66 3.59 2.88 0.07
H -2.23 2.13 -4.62 0.07
H -0.97 1.72 -5.82 0.08
H 2.74 -0.67 -4.94 0.07
H 0.54 3.62 1.60 0.06
H -3.50 -1.24 2.59 0.08
H 1.22 3.06 -3.66 0.09
H -4.29 2.54 -2.51 0.08
H -3.87 1.76 2.39 0.08
H 2.79 -2.03 2.42 0.04
H 1.05 -0.75 0.66 0.06
H -0.56 4.09 -2.74 0.08
H 0.51 3.53 -1.55 0.08
H -0.60 0.97 -3.78 0.01
H 1.47 1.32 3.51 0.07
H -2.15 1.45 2.78 0.08
H 1.95 0.53 -4.02 0.06
H -0.21 1.17 0.15 0.08
H 0.65 5.29 1.08 0.08
H 1.03 -2.89 -1.64 0.08
H -2.77 -2.52 1.56 0.08
H -0.93 -0.86 1.64 0.00

---

Record 5
41
Properties=species:S:1:pos:R:3:nbo_charge:R:1 method="wB97M-V/def2-TZVPD" multiplicity=1 max_force_ev_per_a=4.75 total_charge=+1 relative_energy_kj_mol=40.2 homo_ev=-11.69 homo_lumo_gap_ev=8.915
S -1.44 -1.35 0.66 0.43
N -2.02 1.27 0.57 -0.38
N -0.17 0.64 -0.60 -0.39
C 1.73 -0.75 0.20 -0.05
C -3.36 1.21 1.16 -0.21
C 0.52 -1.52 -1.90 -0.24
C -3.16 -1.22 1.30 -0.52
C 2.66 0.16 0.70 -0.22
C 3.08 -1.22 2.66 -0.19
C 0.79 -1.36 -3.22 -0.13
C 0.90 -0.21 -1.05 0.08
C -3.47 0.04 2.10 -0.43
C -1.67 2.48 -0.10 -0.22
C -1.21 0.25 0.19 0.35
C 1.58 -0.13 -3.54 -0.46
C 2.30 -2.21 2.09 -0.21
C 1.70 -2.03 0.82 -0.21
C -0.32 2.16 -0.73 -0.22
C 3.30 -0.04 1.95 -0.20
C 1.84 0.52 -2.15 -0.39
H 3.88 0.76 2.37 0.22
H 2.88 0.31 -1.89 0.24
H 3.58 -1.38 3.63 0.23
H -3.53 2.16 1.66 0.23
H -0.35 2.53 -1.77 0.23
H 0.43 -2.00 -4.03 0.23
H -3.14 -2.10 1.96 0.25
H 2.09 -3.12 2.65 0.23
H 2.95 1.04 0.12 0.21
H 2.45 -0.32 -4.21 0.24
H 0.42 2.75 -0.16 0.23
H -4.51 -0.01 2.46 0.25
H 1.60 1.58 -2.24 0.21
H -2.44 2.73 -0.84 0.21
H -3.89 -1.35 0.49 0.24
H -1.68 3.31 0.63 0.23
H -4.11 1.10 0.35 0.21
H 0.37 -2.53 -1.48 0.23
H 1.25 -2.91 0.35 0.22
H -2.80 0.15 2.96 0.23
H 0.98 0.59 -4.12 0.21

---

Record 6
27
Properties=species:S:1:pos:R:3:nbo_charge:R:1 method="wB97M-V/def2-TZVPD" multiplicity=1 max_force_ev_per_a=2.52 total_charge=-1 relative_energy_kj_mol=0.0 homo_ev=-1.87 homo_lumo_gap_ev=5.214
P 0.49 0.06 0.15 1.61
O 1.89 0.26 1.13 -0.87
O 1.24 0.46 -1.29 -0.79
O -0.36 1.26 0.95 -0.87
N -1.88 1.44 -1.26 -1.05
C 2.36 -1.01 1.65 -0.26
C -1.01 -2.55 -0.47 -1.36
C -0.99 0.72 2.11 -0.27
C 1.87 1.74 -1.39 -0.27
Be -1.34 -0.85 -1.01 1.35
H -1.58 1.49 2.61 0.18
H 3.25 -0.77 2.24 0.17
H -1.14 2.12 -1.09 0.34
H 2.10 1.84 -2.45 0.19
H -0.76 -0.96 -2.18 -0.71
H 2.60 -1.68 0.83 0.18
H -2.18 1.54 -2.24 0.38
H 1.58 -1.43 2.28 0.18
H -1.48 -2.79 0.48 0.14
H -2.67 1.75 -0.68 0.36
H 0.05 -2.81 -0.39 0.14
H -2.47 -1.04 -1.62 -0.68
H 1.10 2.47 -1.07 0.16
H -1.69 -0.10 1.84 0.20
H 2.76 1.79 -0.77 0.18
H -0.29 0.29 2.86 0.17
H -1.43 -3.24 -1.22 0.18

---

Record 7
96
Properties=species:S:1:pos:R:3:lowdin_charge:R:1 method="wB97M-V/def2-TZVPD" multiplicity=1 max_force_ev_per_a=7.60 total_charge=0 relative_energy_kj_mol=861.4 homo_ev=-8.55 homo_lumo_gap_ev=7.996 smiles="NC(N)=O.NC(N)=O.NC(N)=O.NC(N)=O.NC(N)=O.NC(N)=O.NC(N)=O.NC(N)=O.NC(N)=O.NC(N)=O.NC(N)=O.NC(N)=O"
O 1.03 1.96 -2.01 -0.05
O -4.08 0.43 -1.92 0.07
O 3.54 -2.16 0.42 0.09
O -0.28 1.44 -6.28 0.05
O 1.24 1.55 5.83 0.05
O -2.39 3.49 -3.35 0.07
O -2.01 -1.48 5.98 0.02
O 5.47 0.00 2.55 0.03
O -1.24 -1.86 -3.24 0.03
O 0.01 -2.74 2.51 0.01
O -1.83 -0.70 0.62 -0.03
O 1.93 2.96 1.73 0.04
N 2.86 1.09 -3.00 0.21
N 0.75 -0.58 5.65 0.16
N -1.46 -3.52 -1.82 0.19
N 2.03 -2.50 -1.15 0.19
N 3.10 2.14 -1.17 0.19
N -2.43 -1.16 3.88 0.18
N 1.89 0.23 4.12 0.18
N 4.54 2.06 2.55 0.15
N -1.49 -3.54 1.11 0.18
N 0.66 4.13 0.21 0.17
N -5.84 -0.84 -1.84 0.16
N -3.12 0.32 5.25 0.17
N 0.02 -3.66 -3.34 0.18
N -1.13 -0.50 -5.62 0.15
N -2.26 3.78 -1.23 0.17
N -1.96 5.49 -2.42 0.17
N 3.85 0.51 1.19 0.18
N -0.13 -4.92 2.05 0.18
N 0.25 -0.25 0.13 0.22
N -1.38 0.44 -1.18 0.21
N -0.33 0.80 -4.15 0.17
N 3.75 -3.87 -0.96 0.16
N -4.28 -1.32 -0.44 0.16
N 1.78 5.16 1.52 0.16
C 4.68 0.79 2.09 -0.80
C 2.28 1.70 -2.05 -0.72
C -2.52 -0.80 5.12 -0.84
C -4.67 -0.48 -1.44 -0.75
C -0.51 -3.68 1.92 -0.78
C -1.01 -0.08 -0.04 -0.70
C 3.14 -2.76 -0.49 -0.76
C 1.44 3.94 1.22 -0.75
C -0.82 -2.91 -2.78 -0.76
C 1.28 0.52 5.22 -0.82
C -2.18 4.22 -2.42 -0.85
C -0.46 0.61 -5.43 -0.80
H 3.62 2.43 2.37 0.03
H -2.29 0.11 -1.47 0.07
H -1.82 -2.61 0.92 0.07
H 1.88 -0.64 3.61 0.11
H -2.05 -2.94 -1.26 0.09
H -0.57 -5.54 1.38 0.10
H -0.75 0.13 -3.52 0.06
H -6.35 -0.32 -2.54 0.13
H 0.35 -3.30 -4.22 0.14
H 0.00 -4.66 -3.16 0.13
H -6.24 -1.62 -1.34 0.11
H 1.02 -1.42 5.17 0.11
H 0.42 3.33 -0.35 0.09
H -0.73 0.67 -1.91 0.06
H -1.25 -1.16 -4.87 0.05
H -1.39 -0.73 -6.57 0.11
H -1.99 5.81 -3.38 0.12
H 0.23 5.02 -0.01 0.11
H 5.05 2.36 3.37 0.11
H -4.89 -2.07 -0.15 0.10
H 2.84 2.83 -0.48 0.10
H -1.68 -1.81 3.73 0.08
H 4.01 1.73 -1.04 0.12
H -2.25 4.35 -0.39 0.11
H 3.87 1.07 -3.07 0.13
H 1.51 -1.65 -1.00 0.08
H 0.50 -0.61 6.63 0.12
H -1.96 -4.40 0.86 0.12
H -2.79 -0.58 3.14 0.10
H 1.80 -3.18 -1.85 0.07
H 2.51 5.36 2.19 0.13
H 0.09 1.62 -3.74 0.08
H -3.41 -1.11 0.03 0.03
H 3.55 -4.37 -1.82 0.10
H 0.65 -0.80 0.88 0.11
H 2.39 1.04 3.79 0.09
H 4.64 -4.08 -0.53 0.11
H 3.23 1.18 0.75 0.06
H 0.66 -5.17 2.62 0.13
H 3.86 -0.48 1.00 0.07
H 1.30 5.89 1.02 0.11
H -1.34 -4.48 -1.54 0.11
H -3.01 0.94 4.47 0.12
H -1.93 6.07 -1.60 0.11
H 0.83 0.37 -0.41 0.09
H -2.69 2.87 -1.31 0.11
H 2.29 0.62 -3.68 0.12
H -3.39 0.51 6.21 0.13